*w*
Below is 2 unconnected molecules or ions with the total composition CH3BrO, with properties calculated with wB97M-V/def2-TZVPD.

The geometry in XYZ format:
```
6
Properties=species:S:1:pos:R:3:mulliken_charge:R:1
C -1.4296 -0.1791 -0.8446 -0.08
O -0.4586 -0.4378 -0.2239 -0.32
H -2.3695 -0.7761 -0.6363 0.21
H -1.4857 0.6768 -1.6592 0.20
Br 2.1507 0.5871 1.8007 -0.20
H 3.5927 0.1291 1.5633 0.19
```

Summary:
net charge: 0
HOMO energy: -10.148 eV
SMILES: C=O.Br

---

*x*
Below is 2 unconnected molecules or ions with the total composition CH3BrO, with properties calculated with wB97M-V/def2-TZVPD.

The geometry in XYZ format:
```
6
Properties=species:S:1:pos:R:3:mulliken_charge:R:1
C 1.8771 -1.2478 0.3692 -0.33
O -0.4719 1.0353 -0.1099 -0.58
Br 3.0202 0.1608 -0.0878 0.05
H 1.4683 -1.0524 1.4044 0.27
H 0.4847 0.8818 -0.0163 0.25
H -0.6356 0.1143 0.1576 0.34
```

Summary:
net charge: 0
HOMO energy (alpha / beta): -9.712 / -9.706 eV

---

*y*
Below is 2 unconnected molecules or ions with the total composition CH3BrO, with properties calculated with wB97M-V/def2-TZVPD.

The geometry in XYZ format:
```
6
Properties=species:S:1:pos:R:3:mulliken_charge:R:1
C -0.2747 1.4311 -1.8784 -0.09
O 0.0773 -0.9847 0.6684 -0.65
Br 1.2702 2.1282 -2.7031 -0.01
H 0.1060 0.5432 -1.2462 0.11
H 0.0366 -0.4985 1.5509 0.33
H -0.5648 -1.6203 0.5113 0.31
```

Summary:
net charge: 0
HOMO energy: -9.026 eV

---

Ranking the structures above by stability puts *w* first and *x* last.